91
Properties=species:S:1:pos:R:3:forces:R:3:lowdin_charge:R:1 method="wB97M-V/def2-TZVPD" spin_multiplicity=1 total_charge=+1 e_lumo_ev=-4.3 orbital_gap_ha=0.261 energy_ev=-408439.886
Cl 2.002 -4.099 -8.081 0.011 -0.011 0.000 0.532
Cl 0.848 -5.902 -0.089 -0.143 -0.143 0.014 0.539
Cl -0.105 4.522 6.501 0.071 0.064 -0.226 0.508
Cl -3.528 3.319 6.936 0.038 -0.016 0.015 0.536
Cl 0.970 6.840 5.064 -0.010 -0.015 0.177 0.558
Cl -4.139 10.295 1.553 0.180 -0.056 1.575 0.496
Cl -3.220 7.206 -0.227 0.061 0.056 0.126 0.480
Cl -3.444 -10.935 -2.102 0.011 -0.002 -0.013 0.538
Cl -1.518 -7.036 -1.320 -0.001 0.193 0.052 0.514
Cl -0.299 -8.356 0.960 0.014 0.008 -0.024 0.554
Cl -1.123 6.124 2.492 -0.081 -0.040 -0.069 0.524
Cl 1.236 -6.003 -6.030 0.026 -0.064 0.042 0.524
Cl -4.618 0.694 6.357 0.029 -0.016 0.011 0.546
Cl 0.625 5.977 0.183 0.120 0.026 0.077 0.540
Cl -6.093 7.434 -0.565 0.011 -0.009 -0.006 0.542
Cl -1.803 1.230 5.903 -0.060 -0.088 0.140 0.569
Cl -0.702 -10.058 -2.459 0.072 -0.237 -0.167 0.523
Cl -4.902 8.160 3.371 0.047 -0.023 -0.040 0.518
Cl -1.713 4.816 -1.971 -0.045 -0.253 -0.163 0.539
Cl -0.594 2.311 -1.038 -0.076 0.328 -0.155 0.619
Cl -4.386 9.725 -1.083 -0.177 -0.263 -1.897 0.485
Cl -0.678 -5.213 -8.062 0.012 -0.017 -0.001 0.538
Cl -3.444 2.549 -1.471 -0.001 -0.091 0.011 0.562
Cl -1.359 -11.964 -0.364 0.019 0.000 -0.022 0.534
Cl -3.259 10.360 4.322 0.066 -0.024 0.114 0.535
Cl 1.000 0.250 -3.753 0.085 0.097 0.036 0.686
Cl 0.975 4.136 2.398 0.179 0.251 -0.060 0.616
Cl 1.868 6.232 7.747 0.041 -0.007 -0.009 0.557
S -1.475 -3.059 -1.413 -0.558 0.060 -0.639 0.828
P 2.141 -2.838 0.322 -0.518 -0.768 0.532 0.987
F 3.219 3.202 -0.657 -0.339 0.539 -0.309 0.149
O 3.934 -0.698 -0.791 0.945 -0.116 -0.165 0.151
O 4.057 1.730 0.710 0.722 -0.376 0.731 0.210
N 2.543 1.096 -0.925 -0.336 -0.537 0.800 0.197
N -0.614 -0.771 -0.466 -0.353 0.072 -1.228 0.101
N 1.563 -0.139 2.232 -0.142 0.505 0.320 0.153
C -0.009 -7.407 -0.488 -0.127 0.020 0.102 -1.548
C 1.613 -1.359 -3.202 -0.244 0.159 -0.245 -0.596
C -1.751 -11.405 -1.987 -0.055 0.024 0.115 -1.532
C 2.828 -0.266 -0.756 -0.573 -0.058 0.051 -0.448
C -1.860 3.071 -2.033 -0.128 0.297 -0.129 -1.485
C 0.015 -2.513 -4.878 0.030 -0.580 -0.146 -0.104
C 3.360 1.975 -0.195 -0.182 0.237 -0.405 -0.533
C 0.970 -1.744 -1.870 -0.002 -0.579 -0.841 -0.330
C -3.210 1.588 6.918 -0.173 0.081 -0.007 -1.528
C 0.513 0.082 1.451 -0.028 0.376 0.465 -0.225
C 0.491 -0.627 0.165 -0.248 0.241 0.642 -0.171
C -4.520 7.971 -1.151 -0.142 0.163 0.091 -1.510
C 3.260 -3.719 -0.861 0.422 0.972 0.414 -0.250
C -0.563 -1.513 -1.742 0.977 -0.620 1.538 -0.541
C 1.550 0.523 3.390 0.700 -0.025 0.593 -0.084
C 1.022 -5.520 -7.716 -0.052 0.110 0.009 -1.545
C -0.504 0.957 1.822 -1.248 0.209 -0.686 -0.051
C 1.310 5.552 6.225 0.022 0.025 0.204 -1.533
C 0.585 1.424 3.846 -0.901 -0.258 -1.117 -0.117
C 3.274 -2.500 1.724 -0.031 0.347 -0.312 -0.263
C 1.417 -2.404 -4.309 -0.150 0.997 0.002 -0.255
C 1.655 -1.225 -0.558 -0.428 0.020 -0.342 -0.343
C -0.524 1.669 3.010 1.589 -1.191 0.396 -0.135
C -3.649 9.331 2.945 -0.080 0.268 0.135 -1.550
C 0.510 5.776 1.928 -0.079 0.086 -0.212 -1.527
H 0.019 -3.327 -5.597 -0.086 -0.122 -0.116 0.030
H -0.743 -2.772 -4.142 -0.073 0.047 0.136 0.044
H 1.034 -2.829 -1.897 0.317 -0.128 0.248 0.073
H 2.729 -2.625 2.651 -0.009 -0.136 0.138 0.028
H 4.101 -3.201 1.657 0.034 -0.139 0.085 0.047
H 2.065 -2.070 -5.117 0.222 -0.278 -0.103 0.112
H 1.790 -3.350 -3.921 -0.001 -0.172 -0.080 0.107
H -4.422 7.664 -2.184 0.022 -0.009 0.004 0.013
H 2.398 0.345 4.041 0.078 -0.106 -0.094 0.126
H 3.163 -4.782 -0.693 -0.193 -0.206 -0.122 -0.005
H -0.572 -3.622 -0.592 0.141 0.196 0.041 -0.173
H -2.984 1.270 7.927 0.035 -0.007 0.002 0.018
H -1.332 2.329 3.271 -0.059 0.148 0.006 0.099
H 0.695 1.901 4.805 0.082 0.091 0.116 0.074
H 1.557 1.314 -0.813 0.261 0.360 -0.584 0.042
H -2.758 8.782 2.673 0.009 -0.016 -0.038 -0.025
H 2.684 -1.217 -3.093 0.083 0.034 0.270 0.104
H -1.536 -0.463 -0.184 0.140 0.087 0.550 0.153
H -0.282 -1.628 -5.429 -0.007 0.231 0.111 0.069
H 1.197 6.466 2.396 0.000 0.005 0.046 -0.024
H -1.576 -12.219 -2.676 0.014 0.008 -0.026 0.013
H 3.079 -3.453 -1.897 -0.037 -0.205 -0.139 0.033
H -1.732 2.739 -3.055 0.074 -0.051 0.018 0.020
H 1.356 -6.334 -8.344 0.015 -0.011 0.003 0.014
H 2.103 4.939 5.817 -0.023 -0.027 -0.031 0.011
H 3.662 -1.488 1.706 0.181 0.040 -0.095 0.030
H 0.618 -7.983 -1.154 0.020 -0.002 -0.021 -0.018
H -1.320 1.131 1.130 -0.015 -0.047 0.122 0.068
H 4.278 -3.434 -0.607 0.128 0.070 -0.223 0.045
H -1.019 -0.939 -2.539 -0.141 -0.002 -0.121 0.092